(1)
Computed, not measured: C19H37AsErN5O11P2S as an isolated structure at a distorted geometry, with the ωB97M-V functional and the def2-TZVPD basis.

Cartesian coordinates (Å):
Er  13.76823  10.97798  7.35777
O  16.13585  11.00080  7.60195
C  17.12801  12.01667  7.06885
C  16.46692  13.35201  7.11588
C  17.27900  14.49458  7.04955
C  16.69000  15.75785  7.13368
C  15.31327  15.82593  7.38777
C  14.61573  14.61907  7.50629
N  15.11204  13.39186  7.23652
H  16.47753  10.08915  7.53205
H  17.41510  11.75619  6.01033
H  18.10254  11.96863  7.61315
H  18.33992  14.34982  6.83970
H  17.33660  16.63431  7.09314
H  14.74239  16.74077  7.52474
H  13.60116  14.64665  7.85970
N  12.26287  7.29318  4.96783
C  12.77562  7.47755  6.36858
C  13.00977  6.14050  7.04836
P  11.42901  8.40494  7.26966
O  10.88352  7.45650  8.47396
O  10.43130  8.60473  6.16539
O  12.11019  9.65672  7.86815
P  14.34923  8.34978  6.28353
O  13.90109  9.73334  5.40690
O  15.42586  7.68137  5.49447
O  14.66112  8.99323  7.66229
H  11.41167  7.87942  4.85807
H  11.95979  6.32894  4.82325
H  12.91494  7.51976  4.20958
H  12.11752  5.48789  7.10535
H  13.22713  6.37198  8.09473
H  13.86188  5.57923  6.57115
H  10.02616  7.73862  8.85918
H  14.34517  9.85002  4.52521
C  12.53343  11.36906  11.95124
As  13.87772  11.17510  10.48481
C  15.43762  12.02296  11.38324
C  14.30097  9.27083  10.71748
H  13.00143  10.91560  12.87560
H  11.67789  10.76731  11.66065
H  12.22754  12.40303  12.11910
H  15.89834  11.30197  12.08956
H  15.12538  12.94830  11.90057
H  16.18045  12.33164  10.66318
H  14.26353  8.99901  11.79357
H  15.26122  9.04742  10.27478
H  13.51551  8.70405  10.22036
C  6.84493  10.91314  7.40252
C  7.86328  10.63077  6.30380
S  7.83822  11.72805  4.84714
O  9.03601  11.48291  4.09842
O  6.57956  11.55298  4.14335
C  7.98183  13.46824  5.44330
C  9.41609  14.03730  5.56200
N  10.19282  13.34820  6.61896
C  11.39408  12.73383  6.42956
N  12.03897  12.52521  7.56348
C  11.28158  13.08441  8.58118
C  10.17327  13.63544  8.01896
N  9.14686  14.39571  8.63594
O  8.39470  14.99856  7.87032
O  9.15302  14.36950  9.88606
C  11.92463  12.30730  5.12536
H  6.72254  10.00138  8.01142
H  5.89029  11.20030  6.99208
H  7.16954  11.66064  8.12558
H  7.74267  9.68601  5.79356
H  8.89872  10.64142  6.68286
H  7.43262  13.66834  6.36421
H  7.41921  13.92585  4.61557
H  9.33514  15.12830  5.79410
H  9.87054  13.88082  4.57953
H  11.56922  13.12367  9.62730
H  11.86898  13.15951  4.40910
H  11.35206  11.43393  4.73894
H  13.00516  12.06827  5.28810

Output
**HOMO-LUMO gap (spin up / spin down)**: 0.321 / 0.321 Eh
**Molecular weight**: 847.73 g/mol
**Charge**: +2
**E_tot**: -168141.18937 eV
**Multiplicity**: 4
**Max |F|**: 3.37 eV Å⁻¹

And the Mulliken charges, in e, turn out to be:
1 Er 0.6333
2 O -0.3595
3 C -0.6097
4 C 0.6539
5 C -0.9923
6 C -0.3572
7 C -0.9297
8 C -0.1607
9 N 0.1390
10 H 0.2486
11 H 0.3668
12 H 0.4321
13 H 0.4595
14 H 0.4332
15 H 0.4539
16 H 0.4336
17 N 0.0083
18 C 0.4387
19 C -1.7692
20 P 0.8957
21 O -0.5375
22 O -0.8792
23 O -0.2282
24 P 0.5911
25 O -0.4752
26 O -0.7673
27 O -0.4642
28 H 0.3032
29 H 0.3969
30 H 0.3631
31 H 0.4956
32 H 0.4076
33 H 0.4453
34 H 0.3873
35 H 0.2978
36 C -1.2490
37 As 0.7255
38 C -1.1025
39 C -1.0717
40 H 0.4031
41 H 0.3768
42 H 0.4212
43 H 0.3762
44 H 0.3705
45 H 0.2785
46 H 0.4921
47 H 0.3287
48 H 0.1372
49 C -1.3796
50 C 0.2786
51 S 1.1260
52 O -0.6350
53 O -0.6429
54 C -1.0512
55 C -0.7946
56 N 0.7263
57 C 0.4351
58 N 0.8774
59 C -1.5542
60 C -0.0959
61 N 1.0626
62 O -0.6101
63 O -0.5830
64 C -1.1023
65 H 0.4199
66 H 0.3713
67 H 0.2695
68 H 0.5035
69 H -0.3149
70 H 0.5560
71 H 0.4756
72 H 0.4599
73 H 0.4477
74 H 0.6136
75 H 0.6282
76 H 0.0682
77 H 0.2028


(2)
Computed, not measured: C5H19BClCoN5O14 as an isolated structure at a distorted geometry, with the ωB97M-V functional and the def2-TZVPD basis.

Cartesian coordinates (Å):
Co  -4.12074  -1.08495  -1.28239
Cl  -0.75675  0.01813  -0.14992
O  -1.11150  -0.13432  1.20985
O  -0.50049  1.40587  -0.41930
O  0.43449  -0.72905  -0.43938
O  -1.85585  -0.55162  -0.90231
B  -4.15222  -2.33416  -3.18675
H  -3.74172  -3.14343  -3.77053
H  -3.33848  -1.66481  -2.95429
H  -5.00263  -1.90433  -3.69300
H  -4.49718  -2.67854  -2.22413
C  -0.06232  2.03910  3.76266
N  0.71970  1.25300  4.75801
O  1.81135  1.70906  5.05030
O  0.28124  0.21401  5.14314
H  -1.08289  1.65897  3.80776
H  0.27223  1.84397  2.74379
H  0.04512  3.07504  4.08422
C  2.97385  1.91380  1.21705
N  4.37783  1.51000  1.07444
O  4.99058  1.80113  0.05021
O  4.91429  1.18334  2.12603
H  2.37525  1.14269  0.73209
H  2.86402  2.82408  0.62762
H  2.69321  2.00215  2.26659
C  2.32187  1.63483  -2.32714
N  2.88017  0.34610  -2.82944
O  2.69544  -0.01396  -3.97270
O  3.51321  -0.40055  -2.07632
H  1.32588  1.76256  -2.75114
H  2.96505  2.42537  -2.71375
H  2.21315  1.67150  -1.24319
C  -3.84134  1.59735  2.10611
N  -4.69853  0.58548  1.42406
O  -5.65358  0.10608  1.98016
O  -4.35543  0.17986  0.29879
H  -3.12906  1.00686  2.68238
H  -4.44890  2.31320  2.65977
H  -3.44946  2.23495  1.31366
C  1.91907  -3.24508  -1.67293
N  1.79604  -4.53193  -2.46327
O  0.79976  -4.76726  -3.11524
O  2.74797  -5.34138  -2.40950
H  1.83430  -2.46577  -2.43029
H  2.89206  -3.26310  -1.18196
H  1.14197  -3.20404  -0.90970

Output
**HOMO-LUMO gap (spin up / spin down)**: 0.194 / 0.280 Eh
**Molecular weight**: 478.43 g/mol
**Charge**: -1
**E_tot**: -92410.82444 eV
**Multiplicity**: 5
**Max |F|**: 7.10 eV Å⁻¹

And the natural (NBO) charges, in e, turn out to be:
1 Co 1.6211
2 Cl 2.5892
3 O -0.8683
4 O -0.8651
5 O -0.8713
6 O -0.9409
7 B -0.8169
8 H 0.0717
9 H -0.0220
10 H 0.0161
11 H -0.0617
12 C -0.4936
13 N 0.5391
14 O -0.4104
15 O -0.3496
16 H 0.2374
17 H 0.2518
18 H 0.2235
19 C -0.4966
20 N 0.5247
21 O -0.3837
22 O -0.3713
23 H 0.2525
24 H 0.2272
25 H 0.2458
26 C -0.4796
27 N 0.5270
28 O -0.3775
29 O -0.3891
30 H 0.2465
31 H 0.2303
32 H 0.2398
33 C -0.4732
34 N 0.3562
35 O -0.5463
36 O -0.8039
37 H 0.2123
38 H 0.2027
39 H 0.2098
40 C -0.4730
41 N 0.5235
42 O -0.3654
43 O -0.4161
44 H 0.2455
45 H 0.2324
46 H 0.2495


(3)
Computed, not measured: an isolated molecule of C6H9NO2 at a distorted geometry, with the ωB97M-V functional and the def2-TZVPD basis.

Cartesian coordinates (Å):
C  -0.10197  -0.76388  -1.23182
C  0.15873  0.08832  0.01249
C  -0.01023  -0.75077  1.28622
C  -0.83449  1.27883  0.04558
C  -2.19474  0.81127  -0.05082
N  -3.08870  0.11757  -0.28766
C  1.57507  0.67936  -0.04613
O  1.80400  1.85410  -0.07590
O  2.57705  -0.21125  -0.00567
H  0.10798  -0.19700  -2.13684
H  -1.22671  -1.02880  -1.25743
H  0.51406  -1.66118  -1.25116
H  0.19373  -0.15386  2.17381
H  -1.03377  -1.11621  1.34848
H  0.64668  -1.62022  1.29452
H  -0.70129  1.85359  0.96518
H  -0.64637  1.94430  -0.80139
H  2.26096  -1.12417  0.01852

Output
**HOMO-LUMO gap**: 0.409 Eh
**Energy above the lowest of the compared OMol25 structures with the same formula, charge and spin**: 0.219 eV
**Molecular weight**: 127.14 g/mol
**E_tot**: -11953.09942 eV
**Multiplicity**: 1
**Max |F|**: 1.96 eV Å⁻¹
**SMILES string**: CC(C)(CC#N)C(=O)O

And the natural (NBO) charges, in e, turn out to be:
1 C -0.6229
2 C -0.1444
3 C -0.6097
4 C -0.5173
5 C 0.2965
6 N -0.3328
7 C 0.7967
8 O -0.5621
9 O -0.6642
10 H 0.2224
11 H 0.2501
12 H 0.2072
13 H 0.2219
14 H 0.2358
15 H 0.2039
16 H 0.2615
17 H 0.2716
18 H 0.4857


(4)
Computed, not measured: a 3-piece molecular cluster, C13H17BClO7PS overall at a distorted geometry, with the ωB97M-V functional and the def2-TZVPD basis.

Cartesian coordinates (Å):
S  4.51759  -1.86334  3.56599
P  5.03805  -1.05644  1.83627
B  4.36019  -2.16509  0.40329
Cl  4.19606  -3.99062  0.71075
C  3.90671  -1.48843  -1.05892
O  2.99770  -0.34529  -0.88211
C  1.70209  -0.74370  -0.30978
C  0.61267  -1.48287  -1.29429
C  -0.84755  -1.98881  -0.72443
C  -1.19459  -1.74483  0.88032
C  -0.14884  -0.96759  1.92718
C  1.28068  -0.48000  1.28755
H  6.50409  -0.98233  1.78638
H  4.43711  0.28347  1.84061
H  3.30192  -2.31824  -1.65309
H  4.86995  -1.21814  -1.70227
H  0.90069  -1.67014  -2.42930
H  -1.63448  -2.51685  -1.44937
H  -2.21762  -2.12749  1.31921
H  -0.37487  -0.78223  3.06270
H  2.12435  0.07604  1.92330
O  -2.49610  -2.58560  -3.77316
C  -2.73135  -1.38885  -3.78453
O  -1.78770  -0.41519  -3.62651
C  -2.41497  0.81769  -3.92566
C  -3.86195  0.53476  -3.68240
O  -3.97345  -0.84901  -3.95604
H  -2.03224  1.61379  -3.28115
H  -2.20887  1.07492  -4.96990
H  -4.15401  0.71433  -2.64233
H  -4.51557  1.11419  -4.34021
O  -3.13998  0.99622  2.05016
C  -2.36065  1.85345  2.43159
O  -1.30544  1.62114  3.26588
C  -0.52735  2.80318  3.28360
C  -1.50550  3.86407  2.89537
O  -2.43111  3.17071  2.08013
H  -0.10183  2.97232  4.27655
H  0.28777  2.70065  2.55962
H  -2.03621  4.27955  3.75852
H  -1.03537  4.68059  2.34046

Output
**HOMO-LUMO gap**: 0.267 Eh
**Molecular weight**: 394.58 g/mol
**E_tot**: -61403.05481 eV
**Multiplicity**: 1
**Max |F|**: 5.42 eV Å⁻¹
**SMILES string**: S=[PH2]B(Cl)COc1ccccc1.O=C1OCCO1.O=C1OCCO1

And the natural (NBO) charges, in e, turn out to be:
1 S -0.6059
2 P 0.4584
3 B 0.4692
4 Cl -0.1299
5 C -0.4338
6 O -0.5608
7 C 0.2463
8 C -0.2682
9 C -0.2338
10 C -0.2139
11 C -0.2204
12 C -0.2882
13 H 0.0310
14 H 0.0368
15 H 0.2198
16 H 0.2391
17 H 0.2449
18 H 0.2673
19 H 0.2412
20 H 0.2605
21 H 0.2277
22 O -0.5865
23 C 0.9673
24 O -0.4793
25 C -0.1007
26 C -0.1034
27 O -0.4781
28 H 0.2090
29 H 0.1829
30 H 0.1926
31 H 0.2034
32 O -0.5748
33 C 0.9668
34 O -0.4839
35 C -0.1031
36 C -0.1010
37 O -0.4818
38 H 0.2056
39 H 0.1895
40 H 0.1844
41 H 0.2039


(5)
Computed, not measured: an isolated molecule of C4H4O2 at a distorted geometry, with the ωB97M-V functional and the def2-TZVPD basis.

Cartesian coordinates (Å):
C  -1.64937  0.91225  1.71162
C  -1.08004  0.23338  0.89576
C  -0.42576  -0.30125  -0.27392
O  -1.04094  -0.09681  -1.29948
C  1.04983  -0.70613  -0.37183
O  1.63760  0.20020  -1.28115
H  -2.12597  1.46302  2.48961
H  1.56142  -0.63006  0.59199
H  1.16084  -1.73860  -0.74147
H  0.91239  0.66401  -1.72113

Output
**HOMO-LUMO gap**: 0.379 Eh
**Energy above the lowest of the compared OMol25 structures with the same formula, charge and spin**: 2.317 eV
**Molecular weight**: 84.07 g/mol
**E_tot**: -8304.76053 eV
**Multiplicity**: 1
**Max |F|**: 1.13 eV Å⁻¹
**SMILES string**: C#CC(=O)CO

And the natural (NBO) charges, in e, turn out to be:
1 C -0.1173
2 C -0.1365
3 C 0.4791
4 O -0.4953
5 C -0.1394
6 O -0.6982
7 H 0.2399
8 H 0.1887
9 H 0.1950
10 H 0.4841


(6)
Computed, not measured: C32H54Ge2MoO2PS2 as an isolated structure at a distorted geometry, with the ωB97M-V functional and the def2-TZVPD basis.

Cartesian coordinates (Å):
Mo  -0.39590  0.74969  0.17523
C  1.32666  4.47209  2.62893
C  1.46884  3.20486  1.77047
C  2.35960  2.18113  2.47939
C  0.09182  2.67771  1.45255
C  -0.58091  1.76420  2.29270
C  -1.86046  1.27822  1.96302
C  -2.56863  1.78281  0.84500
C  -4.01050  1.43866  0.65602
C  -1.89659  2.68952  0.00417
C  -0.58270  3.11163  0.28940
H  2.31333  4.88547  2.82930
H  0.84969  4.23925  3.58231
H  0.73744  5.23623  2.12179
H  1.94265  3.48042  0.82407
H  2.08576  2.08053  3.53091
H  3.39251  2.52213  2.44455
H  2.31191  1.19804  2.00237
H  -0.14150  1.47912  3.24019
H  -2.38080  0.63953  2.66651
H  -4.15890  0.35919  0.60380
H  -4.43132  1.89901  -0.23399
H  -4.57966  1.80063  1.51527
H  -2.43563  3.13935  -0.82056
H  -0.12205  3.88874  -0.30837
C  -1.09943  -3.58430  -0.96550
C  0.36766  -4.00818  -1.00766
Ge  1.55006  -2.53252  -1.64406
C  3.52272  -2.70951  -1.67508
C  4.19466  -1.38090  -2.02123
C  0.89507  -1.73308  -3.28158
C  -0.04795  -0.85162  -3.62848
Ge  -0.95535  0.50566  -2.38493
C  -2.93227  0.31494  -2.66859
C  -3.43156  0.53019  -4.09617
C  -0.12955  2.25048  -2.95296
C  1.39865  2.16097  -2.87584
C  -0.43482  -0.80448  -5.05893
C  -0.63841  0.37766  -5.77527
C  -0.82064  0.36315  -7.14746
C  -0.84198  -0.83964  -7.83700
C  -0.68737  -2.03043  -7.13668
C  -0.50378  -2.01556  -5.76774
H  -1.72996  -4.44950  -0.76260
H  -1.40816  -3.16338  -1.92401
H  -1.27967  -2.84127  -0.18584
H  0.50529  -4.82052  -1.72524
H  0.70699  -4.36616  -0.03293
H  3.73704  -3.45655  -2.44384
H  3.88448  -3.10284  -0.72562
H  3.79769  -0.97198  -2.95119
H  5.26351  -1.53273  -2.16643
H  4.05806  -0.64516  -1.22721
H  1.42069  -2.25257  -4.08629
H  -3.40512  1.04140  -2.00403
H  -3.22020  -0.67843  -2.31581
H  -3.12180  1.49882  -4.48800
H  -4.52158  0.49902  -4.10101
H  -3.07562  -0.24882  -4.76515
H  -0.49304  3.03603  -2.29060
H  -0.42950  2.55137  -3.95230
H  1.73438  1.77288  -1.90629
H  1.84928  3.14300  -3.02147
H  1.78724  1.50324  -3.65353
H  -0.63410  1.32512  -5.26627
H  -0.94589  1.29794  -7.67695
H  -0.99632  -0.85009  -8.90703
H  -0.69550  -2.97445  -7.66481
H  -0.40593  -2.95145  -5.23287
C  -0.12946  -5.32912  3.77912
C  0.86088  -4.18652  3.83478
C  1.42173  -3.96468  5.22714
O  1.98182  -4.57172  2.91848
P  3.09791  -3.60291  2.48148
S  3.01825  -1.71215  2.59888
S  0.98668  -0.87823  -0.09757
O  4.20763  -4.33558  1.73918
C  4.56400  -5.80195  1.63669
C  4.95833  -6.28766  3.01400
C  3.44564  -6.58954  0.98919
H  -0.99481  -5.06944  4.38706
H  0.31620  -6.23731  4.18402
H  -0.46781  -5.52624  2.76210
H  0.41912  -3.27210  3.43204
H  1.87060  -4.88541  5.60086
H  0.62125  -3.67216  5.90429
H  2.17367  -3.17417  5.22770
H  5.42831  -5.77495  0.97571
H  4.11903  -6.20258  3.70921
H  5.80908  -5.72477  3.39666
H  5.25246  -7.33472  2.96154
H  2.59300  -6.70238  1.65348
H  3.81818  -7.58434  0.74874
H  3.13301  -6.11955  0.05516

Output
**HOMO-LUMO gap (spin up / spin down)**: 0.180 / 0.172 Eh
**Energy above the lowest of the compared OMol25 structures with the same formula, charge and spin**: 0.907 eV
**Molecular weight**: 807.05 g/mol
**Charge**: +3
**E_tot**: -183976.76199 eV
**Multiplicity**: 3
**Max |F|**: 2.19 eV Å⁻¹

And the Mulliken charges, in e, turn out to be:
1 Mo -0.6066
2 C -1.4711
3 C 0.0610
4 C -1.4365
5 C 0.3888
6 C -0.6958
7 C -0.8398
8 C 1.3436
9 C -1.7377
10 C -0.8295
11 C -0.1420
12 H 0.4353
13 H 0.3826
14 H 0.3872
15 H 0.5173
16 H 0.4130
17 H 0.4768
18 H 0.0285
19 H 0.5429
20 H 0.6584
21 H 0.3831
22 H 0.4331
23 H 0.4444
24 H 0.4331
25 H 0.7108
26 C -1.1104
27 C -0.2329
28 Ge -0.1316
29 C -0.0699
30 C -1.2012
31 C -0.7619
32 C 0.5464
33 Ge 0.9531
34 C -0.1931
35 C -1.2664
36 C -0.6132
37 C -1.3051
38 C -0.1816
39 C 0.8276
40 C -1.0661
41 C -0.5073
42 C -0.9879
43 C -0.3816
44 H 0.4584
45 H 0.2613
46 H 0.1904
47 H 0.5553
48 H 0.0492
49 H 0.5037
50 H 0.0484
51 H 0.3221
52 H 0.4044
53 H 0.2818
54 H 0.7081
55 H -0.0574
56 H 0.4414
57 H 0.3317
58 H 0.4541
59 H 0.3194
60 H 0.4500
61 H 0.6728
62 H 0.1607
63 H 0.4439
64 H 0.2725
65 H 0.2490
66 H 0.4624
67 H 0.4405
68 H 0.4312
69 H 0.4958
70 C -1.3812
71 C 0.5860
72 C -1.3257
73 O 0.1460
74 P 0.4461
75 S -0.1431
76 S -0.0162
77 O -0.2862
78 C 0.5423
79 C -1.2933
80 C -1.1359
81 H 0.4570
82 H 0.3490
83 H 0.3499
84 H 0.1943
85 H 0.3445
86 H 0.4367
87 H 0.3845
88 H 0.3136
89 H 0.2816
90 H 0.3865
91 H 0.4389
92 H 0.2375
93 H 0.4736
94 H 0.2646